Record 1
60
Properties=species:S:1:pos:R:3:lowdin_charge:R:1 method="wB97M-V/def2-TZVPD" e_homo_ev=-7.576 e_lumo_ev=0.4322 energy_ev=-62313.2101 orbital_gap_ev=8.01 total_charge=0 fmax_ev_per_a=4.435
C -2.61166 -7.19691 6.22653 -0.2653
S -1.64089 -7.94682 4.91032 0.8145
O -1.19535 -6.75005 4.12245 -0.5733
C -0.20497 -8.59867 5.85570 -0.2692
H -1.93239 -6.82043 6.99135 0.0516
H -3.35556 -7.90221 6.59704 0.0501
H -3.01443 -6.31675 5.72533 0.0491
H 0.48536 -7.81439 6.16628 0.0528
H 0.38955 -9.26534 5.23105 0.0396
H -0.38884 -9.19482 6.74951 0.0499
C 4.45807 3.81725 1.65986 -0.3064
S 4.16938 4.86063 0.24083 0.8491
O 4.46505 3.80598 -0.86308 -0.6000
C 2.31985 4.80475 0.34122 -0.2377
H 3.96025 2.86788 1.46250 0.0593
H 4.32431 4.24093 2.65521 0.0550
H 5.51139 3.55583 1.55839 0.0438
H 2.06298 4.76296 1.39969 0.0435
H 2.01446 3.85856 -0.10550 0.0574
H 2.13613 5.69411 -0.26160 0.0357
C -5.18701 2.10661 -4.76487 -0.2526
S -4.60444 3.39497 -3.54019 0.8354
O -3.04954 3.62672 -3.57118 -0.5779
C -5.54556 4.77828 -4.27236 -0.2868
H -6.27181 2.04689 -4.85281 0.0471
H -4.73637 1.13087 -4.58332 0.0468
H -4.84672 2.56004 -5.69584 0.0404
H -6.61673 4.61649 -4.15186 0.0536
H -5.25534 5.19465 -5.23699 0.0583
H -5.16490 5.57865 -3.63786 0.0355
N -0.25933 -3.05367 0.22049 0.0161
C -0.80795 -1.86817 -0.29139 -0.1384
C 0.05153 -1.29987 -1.15661 -0.1489
C 1.22616 -1.97666 -1.05079 -0.1354
C 1.03668 -3.09905 -0.19819 -0.1332
H -0.56470 -3.77260 0.86080 0.1456
H -1.74271 -1.51215 0.11589 0.1022
H 0.02496 -0.33796 -1.64694 0.1039
H 2.22084 -1.64563 -1.31049 0.0886
H 1.80572 -3.73221 0.21904 0.0998
N -0.51530 1.04263 5.12445 -0.0122
C -1.21703 -0.10699 4.81268 -0.1428
C -2.55008 0.21259 4.74429 -0.1065
C -2.61457 1.65431 4.85828 -0.1141
C -1.36500 2.12250 5.18106 -0.1454
H 0.48597 1.04397 5.25695 0.1413
H -0.66091 -0.99274 4.54327 0.1045
H -3.31787 -0.39696 4.29112 0.0864
H -3.50078 2.18900 4.54982 0.0868
H -0.94360 3.11671 5.16189 0.1020
N 4.22868 1.35237 -5.50870 0.0017
C 3.51514 0.47577 -6.31598 -0.1387
C 3.73924 0.76813 -7.65767 -0.1133
C 4.65797 1.83860 -7.64586 -0.1146
C 5.05502 2.02909 -6.30898 -0.1614
H 4.27107 1.47176 -4.50668 0.1523
H 2.82916 -0.19474 -5.81975 0.0959
H 3.36650 0.32965 -8.57156 0.0897
H 5.04849 2.29065 -8.54561 0.0822
H 5.82248 2.55506 -5.76056 0.1062


Record 2
52
Properties=species:S:1:pos:R:3:lowdin_charge:R:1 method="wB97M-V/def2-TZVPD" e_homo_ev=-7.656 smiles="CCN(CCCNC(=O)CCn1c(=O)[nH]c2ccsc2c1=O)c1ccccc1" e_lumo_ev=0.5468 energy_ev=-44069.9499 orbital_gap_ev=8.20 total_charge=0 fmax_ev_per_a=1.056
C 4.44503 1.08782 -2.24453 -0.0664
C 2.97519 0.94893 -1.84085 -0.2232
N 2.78243 1.03689 -0.40968 -0.1078
C 2.44954 2.35674 0.07564 -0.1610
C 0.96851 2.72775 -0.11049 -0.1427
C -0.00165 1.94880 0.78332 -0.1640
N 0.01859 0.53200 0.51369 0.0773
C -0.74534 -0.03861 -0.42794 -0.5054
O -1.53338 0.57809 -1.12295 0.0650
C -0.59260 -1.55318 -0.51629 -0.0496
C -1.58307 -2.20004 0.46212 -0.1031
N -2.90440 -1.61726 0.27497 0.0693
C -3.63059 -2.09325 -0.80010 -0.4691
O -3.28545 -3.05039 -1.45356 0.0876
N -4.80744 -1.43429 -1.06935 0.1877
C -5.19849 -0.31184 -0.39571 -0.2708
C -6.33625 0.49020 -0.63514 -0.1040
C -6.40266 1.53045 0.23967 -0.3895
S -5.10675 1.56694 1.36367 1.0827
C -4.43639 0.13908 0.66224 -0.3819
C -3.20929 -0.49870 1.05809 -0.4444
O -2.49051 -0.15345 1.97227 0.0740
C 2.98451 -0.04909 0.40556 -0.2394
C 2.76651 0.00346 1.79403 -0.0605
C 2.93075 -1.10999 2.59515 -0.0909
C 3.30727 -2.32700 2.05628 -0.1109
C 3.53253 -2.39965 0.69251 -0.0938
C 3.38133 -1.29156 -0.11668 -0.0424
H 5.04612 0.30715 -1.78595 0.0665
H 4.83546 2.05018 -1.92114 0.0711
H 4.54436 1.01922 -3.32466 0.0739
H 2.56493 0.00703 -2.21393 0.1136
H 2.40010 1.75140 -2.30800 0.1155
H 2.72579 2.45672 1.12491 0.1109
H 3.05315 3.08302 -0.48181 0.1208
H 0.67735 2.55697 -1.14805 0.1077
H 0.85236 3.79182 0.10164 0.1133
H 0.22992 2.10409 1.83855 0.1239
H -1.01754 2.30438 0.58972 0.1219
H 0.64423 -0.03839 1.06299 0.1097
H 0.42355 -1.86524 -0.27516 0.1095
H -0.84453 -1.86834 -1.52980 0.1226
H -1.65318 -3.27348 0.27958 0.1289
H -1.29066 -2.00468 1.49536 0.1273
H -5.32678 -1.75850 -1.87303 0.1696
H -7.05369 0.30330 -1.41292 0.1096
H -7.15564 2.29229 0.28427 0.0665
H 2.47006 0.92290 2.27361 0.0949
H 2.75291 -1.02023 3.65725 0.1051
H 3.42755 -3.19604 2.68376 0.0956
H 3.83538 -3.33569 0.24532 0.1041
H 3.58087 -1.40871 -1.16843 0.0948